The following is a quantum chemistry calculation of a molecular structure, C11H16Cl3Ir, from the Open Molecules 2025 dataset.

Summary:
Electronic energy   -1912.899087 Ha
Highest occupied orbital energy (alpha / beta)   -16.636 / -17.799 eV
Max |F|   0.0170 Eh/bohr

The geometry in ORCA input format:
```
! RIJCOSX wB97M-V def2-TZVPD def2/J DEFGRID3
* xyz 2 5
Ir 1.3112 0.6523 -0.6854
C -0.7519 -2.0826 2.9824
C 0.1609 -1.9719 1.7411
C -0.0762 -3.1251 0.7717
C -0.0553 -0.6117 1.1453
C -0.8010 -0.3988 -0.0382
C -1.1073 0.9013 -0.4877
C -0.6534 2.0491 0.2039
C -1.0734 3.4280 -0.1977
C 0.1577 1.8298 1.3421
C 0.4227 0.5424 1.8139
H -0.5920 -3.0549 3.4462
H -1.8041 -2.0086 2.7013
H -0.5375 -1.3139 3.7258
H 1.1955 -2.0098 2.0931
H -1.1278 -3.2131 0.4897
H 0.1970 -4.0604 1.2565
H 0.5273 -3.0358 -0.1355
H -1.2123 -1.2510 -0.5637
H -1.7651 1.0269 -1.3404
H -0.3760 3.8667 -0.9160
H -1.0994 4.0880 0.6674
H -2.0554 3.4105 -0.6676
H 0.5392 2.6871 1.8844
H 1.0205 0.4187 2.7100
Cl 3.3252 0.6998 0.1388
Cl -0.2645 0.0851 -5.4179
C 1.3346 0.5118 -4.9795
Cl 1.5030 0.7414 -3.1096
H 1.6182 1.4800 -5.3750
H 2.0396 -0.2811 -5.1993
*
```

***

The following is a quantum chemistry calculation of 2 unconnected molecules or ions with the total composition C11H16ClOP at a distorted geometry, from the Open Molecules 2025 dataset.

Summary:
Electronic energy   -1305.387065 Ha
Highest occupied orbital energy   -8.684 eV
Max |F|   0.0941 Eh/bohr

The geometry in ORCA input format:
```
! RIJCOSX wB97M-V def2-TZVPD def2/J DEFGRID3
* xyz 0 1
C -2.9038 0.9113 0.2245
C -3.4057 -0.3332 0.1675
C -1.6238 1.1846 0.3774
C -2.5139 -1.4769 0.0856
C -0.7711 0.1272 0.2419
C -1.1514 -1.1762 0.1476
C 1.0253 1.3460 -2.0498
C 1.4864 0.9378 1.9382
C -0.2135 -3.2079 -0.8307
C 1.5527 1.7017 -0.6038
C 1.3867 0.6132 0.4020
O -0.1202 -2.1332 0.0292
P 2.1211 -0.9809 -0.0208
Cl 4.0434 -0.2781 0.1451
H -3.5677 1.7668 0.2703
H -4.5218 -0.5029 0.2937
H -1.0871 2.0877 0.2497
H -2.8815 -2.5251 0.0101
H -0.0917 1.3030 -2.0433
H 1.5030 0.3670 -2.1382
H 1.5663 1.9454 -2.6999
H 1.9045 1.9795 2.1202
H 0.4485 1.1179 2.3733
H 1.9926 0.1764 2.4912
H -0.8499 -2.8480 -1.7019
H -0.5937 -4.0693 -0.1914
H 0.8771 -3.4191 -1.2121
H 1.1100 2.6100 -0.2872
H 2.6974 1.7779 -0.6636
H 2.1617 -1.5427 1.2257
*
```